Model 1:
Computed, not measured: a 2-piece molecular cluster, CH3NO4 overall, with ωB97M-V/def2-TZVPD.

Element x y z (Å)
O: -2.916 -0.242 0.301
N: -1.766 -0.225 0.117
O: -1.116 -1.188 -0.183
O: -1.122 0.968 0.054
H: -0.170 1.047 -0.013
C: 1.780 -0.105 -0.127
O: 1.337 0.770 0.533
H: 2.751 -0.513 0.323
H: 1.222 -0.512 -1.006

* SMILES: O=[N+]([O-])O.C=O
* gap between HOMO and LUMO: 11.1771 eV
* HOMO level: -11.0 eV
* multiplicity: 1

Atomic partial charges in e from the natural (NBO) method, atoms 1 to 6:
1. O -0.32
2. N 0.75
3. O -0.43
4. O -0.56
5. H 0.51
6. C 0.29



Model 2:
Computed, not measured: a 2-piece molecular cluster, CH3NO4 overall, with ωB97M-V/def2-TZVPD.

Element x y z (Å)
O: -1.574 -1.119 0.738
N: -2.003 -0.467 -0.146
O: -3.144 -0.136 -0.431
O: -1.100 0.088 -1.052
H: -0.214 -0.439 -0.902
C: 2.007 0.483 0.448
O: 1.500 0.230 -0.600
H: 1.719 1.412 0.971
H: 2.810 -0.053 0.974

* SMILES: O=[N+]([O-])O.C=O
* gap between HOMO and LUMO: 11.1023 eV
* HOMO level: -11.1 eV
* multiplicity: 1

Atomic partial charges in e from the natural (NBO) method, atoms 1 to 6:
1. O -0.36
2. N 0.73
3. O -0.36
4. O -0.53
5. H 0.51
6. C 0.32



Relative to the most stable one, in hartree, the structures come out at model 1 0.0089; model 2 0.0000.



Model 1:
Computed, not measured: one molecule with the formula C5H6O2, with ωB97M-V/def2-TZVPD.

Element x y z (Å)
O: 0.949 2.098 0.455
C: 0.434 1.008 0.321
C: 1.325 -0.149 -0.128
O: 0.756 -1.050 -1.096
C: 0.253 -0.477 -2.157
C: -1.506 -0.369 1.095
C: -0.977 0.799 0.735
H: 1.594 -0.767 0.734
H: 2.227 0.291 -0.550
H: -0.048 -1.366 -2.769
H: -0.962 -1.300 1.000
H: -2.507 -0.438 1.511
H: -1.536 1.720 0.848

* gap between HOMO and LUMO: 9.0857 eV
* HOMO level: -9.0 eV
* multiplicity: 1

Atomic partial charges in e from the natural (NBO) method, atoms 1 to 6:
1. O -0.50
2. C 0.52
3. C -0.18
4. O -0.48
5. C 0.10
6. C -0.32



Model 2:
Computed, not measured: one molecule with the formula C5H6O2, with ωB97M-V/def2-TZVPD.

Element x y z (Å)
O: 0.630 1.964 -0.175
C: 0.269 0.833 0.087
C: 1.302 -0.310 -0.061
O: 1.275 -0.618 -1.479
C: 0.168 -0.163 -1.989
C: -1.372 -0.420 1.485
C: -1.086 0.554 0.625
H: 1.099 -1.231 0.492
H: 2.301 0.064 0.171
H: 0.257 -0.318 -3.078
H: -0.631 -1.146 1.814
H: -2.363 -0.516 1.917
H: -1.833 1.281 0.316

* gap between HOMO and LUMO: 9.3819 eV
* HOMO level: -8.9 eV
* multiplicity: 1

Atomic partial charges in e from the natural (NBO) method, atoms 1 to 6:
1. O -0.54
2. C 0.51
3. C -0.16
4. O -0.44
5. C 0.12
6. C -0.35



Relative to the most stable one, in hartree, the structures come out at model 1 0.0000; model 2 0.0100.



Model 1:
Computed, not measured: a 2-piece molecular cluster, C6H7N2 overall, with ωB97M-V/def2-TZVPD.

Element x y z (Å)
C: -1.801 -0.664 -2.349
C: -1.720 0.997 1.003
C: -1.690 -0.066 -1.309
C: -1.569 0.549 -0.086
C: 1.104 -0.757 -0.127
C: 1.344 0.912 1.708
N: 1.260 0.119 0.595
N: 0.870 -1.499 -1.123
H: -1.761 -0.972 -3.282
H: -1.666 1.315 2.013
H: 1.742 1.940 1.348
H: 0.413 1.134 2.114
H: 2.124 0.714 2.414
H: 1.479 -2.142 -1.523
H: -0.130 -1.578 -1.397

* charge: +1
* gap between HOMO and LUMO: 10.2498 eV
* HOMO level: -13.9 eV
* multiplicity: 1

Atomic partial charges in e from the natural (NBO) method, atoms 1 to 6:
1. C -0.13
2. C -0.13
3. C -0.12
4. C -0.06
5. C 0.76
6. C -0.46



Model 2:
Computed, not measured: an isolated ion of composition C6H7N2 and charge +1, with ωB97M-V/def2-TZVPD.

Element x y z (Å)
C: -0.976 -1.847 1.306
C: -0.597 -0.757 0.178
C: -1.537 -0.586 -0.851
C: -0.973 0.284 -1.744
C: 0.101 0.920 -1.623
C: 0.828 0.823 -0.502
N: 1.954 1.954 -0.164
N: 0.564 -0.101 0.382
H: -0.747 -1.259 2.184
H: -0.333 -2.734 1.094
H: -1.993 -2.113 1.092
H: -2.478 -1.079 -1.000
H: 2.784 1.428 0.076
H: 1.459 2.540 0.594
H: 1.944 2.528 -1.022

* charge: +1
* SMILES: Cc1cc#cc([NH3+])n1
* gap between HOMO and LUMO (alpha / beta): 9.3844 / 9.3838 eV
* HOMO level (alpha / beta): -14.3 / -14.3 eV
* multiplicity: 1

Atomic partial charges in e from the natural (NBO) method, atoms 1 to 6:
1. C -0.61
2. C 0.27
3. C -0.29
4. C 0.23
5. C -0.14
6. C 0.31



Relative to the most stable one, in hartree, the structures come out at model 1 0.0452; model 2 0.0000.



Model 1:
Computed, not measured: one molecule with the formula C2H3OP, with ωB97M-V/def2-TZVPD.

Element x y z (Å)
C: -0.258 -0.234 0.072
C: 0.062 1.011 0.622
P: 0.484 2.150 2.226
O: 1.223 1.353 3.172
H: -0.026 -0.387 -0.885
H: -0.298 -1.197 0.642
H: 0.107 1.705 -0.189

* SMILES: C=CP=O
* gap between HOMO and LUMO: 8.5369 eV
* HOMO level: -9.6 eV
* multiplicity: 1

Atomic partial charges in e from the natural (NBO) method, atoms 1 to 6:
1. C -0.31
2. C -0.61
3. P 1.34
4. O -0.97
5. H 0.18
6. H 0.19



Model 2:
Computed, not measured: one molecule with the formula C2H3OP, with ωB97M-V/def2-TZVPD.

Element x y z (Å)
C: 1.094 0.070 -0.056
C: -0.287 -0.518 -0.070
P: -1.797 0.151 0.027
O: -3.262 0.054 -0.047
H: 1.211 0.646 0.789
H: 1.454 0.407 -1.043
H: 1.586 -0.810 0.399

* SMILES: CC#P=O
* gap between HOMO and LUMO: 8.0754 eV
* HOMO level: -9.3 eV
* multiplicity: 1

Atomic partial charges in e from the natural (NBO) method, atoms 1 to 6:
1. C -0.69
2. C -0.58
3. P 1.51
4. O -0.97
5. H 0.25
6. H 0.24



Relative to the most stable one, in hartree, the structures come out at model 1 0.0000; model 2 0.0561.